# 1
60
Properties=species:S:1:pos:R:3:forces:R:3:mulliken_charge:R:1 method="wB97M-V/def2-TZVPD" s_squared=2.006 homo_energy_ha="-0.329 / -0.330" charge=+1 multiplicity=3 gap_ha="0.1546 / 0.1569"
O 3.27066 4.98454 -3.03555 0.1 -0.2 0.9 -0.506
H 3.52514 5.88345 -2.76617 -0.2 -0.4 -0.3 0.315
Pr 1.22141 1.67925 -0.83235 1.1 -2.2 -3.7 -0.066
N 1.41066 -0.90780 -0.74414 3.5 0.4 -3.2 0.403
N 1.33281 1.05788 -2.99248 -0.8 -1.5 6.1 0.564
N -0.14725 1.10205 1.37636 0.6 0.7 0.5 0.185
N -0.17565 3.31129 -0.48872 -0.8 -0.2 -0.1 0.253
O 1.64088 -1.80708 0.19100 0.3 0.6 -0.7 -0.665
O -0.00316 0.07360 2.45204 -2.5 5.6 0.1 -0.488
O 0.05433 4.25174 -1.60226 -1.2 -0.2 3.0 -0.362
O 0.87471 2.14519 -3.55471 0.6 0.5 -0.5 -0.828
C 1.60758 -0.20867 -3.17398 -0.1 1.3 -0.9 0.507
C 1.62242 -1.23471 -2.10816 0.8 1.6 2.6 0.646
C -0.95977 2.13360 1.52635 2.1 -2.3 1.2 0.764
C -0.95514 3.30002 0.57499 1.8 1.5 -3.3 0.544
C 1.95748 -2.64662 -2.29999 0.3 -0.2 -0.6 -1.529
H 1.10199 -3.25394 -1.97833 0.2 -0.2 -0.1 0.137
H 2.83772 -2.87678 -1.68024 -0.4 -0.3 -0.2 0.240
H 2.17378 -2.82778 -3.35165 0.0 -0.4 0.1 0.466
C 1.95044 -0.34824 -4.60651 -0.2 -0.7 0.0 -1.648
H 2.70684 0.42914 -4.80319 -0.2 -0.6 -0.3 0.317
H 1.02473 -0.07164 -5.12932 0.4 -0.4 -0.4 0.322
H 2.29182 -1.34918 -4.77325 0.2 -0.4 -1.0 0.428
C -1.71894 2.21739 2.78488 -0.4 0.3 0.1 -1.739
C -1.69436 4.54869 0.77717 -0.5 -0.4 0.2 -1.697
H -1.30641 1.49264 3.49700 -0.3 0.3 -0.2 0.382
H -2.76059 1.98952 2.55038 -0.2 0.2 0.4 0.365
H -1.61709 3.23706 3.15735 -0.3 -0.1 0.3 0.551
H -1.79549 5.00681 -0.21404 -0.2 0.1 0.5 0.496
H -1.06667 5.16694 1.42390 -0.5 0.2 0.2 0.332
H -2.63395 4.24276 1.21184 -0.5 0.8 0.3 0.428
H 0.40106 -0.63984 2.03810 1.7 -2.3 -2.1 0.299
H 0.77140 3.82478 -2.15663 -0.9 -0.2 -0.1 0.333
C 3.58370 4.13222 -1.92253 0.1 0.3 -0.4 -0.223
H 3.55825 3.07702 -2.27525 0.1 0.6 0.0 0.053
H 2.83887 4.28463 -1.10279 0.4 -0.1 -0.2 0.125
H 4.60109 4.36730 -1.54513 -0.6 -0.4 0.0 0.413
O 2.71239 1.10220 0.83158 -0.9 -0.5 0.4 -0.705
H 1.82920 1.24396 1.30630 1.8 -0.9 0.4 0.578
H 2.56814 0.24460 0.30750 0.6 0.0 1.5 0.578
C -1.12134 -5.41474 1.15357 0.0 -0.3 0.5 -1.116
C -0.51400 -4.15424 1.71004 -0.5 1.0 -0.7 -0.593
N -0.78597 -3.15013 0.64989 1.1 1.5 -0.6 0.148
C -1.21685 -1.86921 0.72168 -0.7 0.6 -1.6 -0.021
S -0.70005 -0.70554 -0.51852 -4.5 -1.2 0.5 -0.266
N -2.25101 -1.50700 1.50805 1.2 0.2 -0.2 0.326
C -3.33633 -2.41386 1.85995 0.9 0.7 -0.3 -0.288
C -3.64959 -2.19359 3.30893 -0.5 -0.6 0.2 -1.145
H -2.17485 -5.26745 0.90572 0.1 -0.1 0.1 0.330
H -1.02349 -6.17417 1.91149 -0.1 -0.7 0.0 0.388
H -0.59239 -5.72250 0.24852 0.0 0.0 0.1 0.341
H -0.96614 -3.75949 2.62245 0.0 -0.4 0.1 0.316
H 0.57437 -4.26021 1.87723 -0.5 0.3 -0.2 0.320
H -0.13810 -3.23087 -0.14354 -0.2 0.0 0.6 0.081
H -2.43583 -0.50263 1.52658 0.0 -0.7 -0.2 0.197
H -4.16050 -2.16739 1.17803 -0.1 -0.3 0.3 0.388
H -2.93131 -3.39893 1.62713 -0.6 -0.1 0.2 0.026
H -4.00993 -1.18025 3.49174 0.0 -0.1 0.0 0.326
H -4.42706 -2.90342 3.55589 -0.3 0.0 0.5 0.402
H -2.77465 -2.38239 3.93577 -0.1 0.0 -0.1 0.273



# 2
48
Properties=species:S:1:pos:R:3:forces:R:3:mulliken_charge:R:1 method="wB97M-V/def2-TZVPD" homo_energy_ha=-0.066 charge=-1 gap_ha=0.1595
C -1.67027 -5.51362 1.49069 0.1 0.4 -0.3 -0.955
C -2.89675 -4.89749 1.46872 -0.1 -0.2 -0.2 0.080
N -3.95090 -5.20900 0.69267 0.2 -0.2 0.0 -0.844
O -5.14190 -5.04651 1.58519 0.0 0.6 -0.3 -0.413
H -1.36486 -6.17768 0.69175 -0.1 -0.5 0.2 0.309
H -0.99680 -5.34852 2.32078 0.3 0.5 -0.3 0.278
H -3.00410 -3.99933 2.09954 -0.3 -0.6 0.8 0.358
H -5.10923 -5.87253 2.07477 0.0 0.0 0.0 0.273
C -0.51755 -1.48298 1.41704 0.0 0.0 0.0 -0.701
C -1.94426 -1.10441 1.03020 0.1 0.0 0.1 -0.489
C -2.25839 -1.38159 -0.43766 0.0 0.0 0.0 -0.648
C -1.40882 -0.58890 -1.43284 0.0 0.0 0.0 -0.792
C -1.48400 0.92972 -1.28016 0.1 0.0 -0.1 0.048
C -2.87886 1.49870 -1.51529 0.0 0.0 0.1 -1.479
H 0.22272 -0.90017 0.86099 0.0 0.0 0.0 -0.178
H -0.33965 -1.30610 2.48000 0.0 0.0 0.0 0.398
H -0.34468 -2.54374 1.22190 0.0 0.0 0.0 0.273
H -2.12457 -0.05145 1.27627 0.0 0.0 0.0 0.313
H -2.63713 -1.68567 1.64166 0.0 0.0 0.0 0.336
H -3.31850 -1.18812 -0.62125 0.0 0.0 0.0 0.278
H -2.11791 -2.44987 -0.62312 0.0 0.0 0.0 0.374
H -1.71542 -0.85863 -2.44938 0.0 0.0 0.0 0.408
H -0.36365 -0.90084 -1.34451 0.0 0.0 0.0 0.284
H -0.79140 1.38644 -1.99588 0.0 0.0 0.0 0.309
H -1.12938 1.22061 -0.28660 0.0 0.0 0.0 0.190
H -3.23608 1.24790 -2.51691 0.0 0.0 0.0 0.309
H -2.88218 2.58689 -1.42236 0.0 0.0 0.0 0.410
H -3.59760 1.10485 -0.79563 0.0 0.0 0.0 0.321
C 3.56871 0.07075 -0.16896 0.0 0.0 0.1 -1.437
C 2.36636 0.96599 -0.44498 0.0 0.0 -0.1 0.612
C 2.66958 2.12843 -1.38828 0.0 0.0 0.0 -0.748
C 3.71278 3.12164 -0.87194 0.0 0.0 0.0 -0.853
C 3.37437 3.75826 0.47550 0.0 0.0 0.0 -0.349
C 2.08917 4.57880 0.45361 0.0 0.0 0.0 -1.088
H 4.37903 0.61731 0.31805 0.0 0.0 0.0 0.325
H 3.29351 -0.75770 0.48478 0.0 0.0 0.0 0.393
H 3.95888 -0.35295 -1.09736 0.0 0.0 0.0 0.311
H 1.96380 1.34246 0.49963 0.0 0.0 0.0 0.320
H 1.57068 0.36414 -0.89058 0.0 0.0 0.0 -0.421
H 1.73751 2.65778 -1.60533 0.0 0.0 0.0 0.266
H 3.01542 1.72693 -2.34652 0.0 0.0 0.0 0.416
H 3.83801 3.91470 -1.61712 0.0 0.0 0.0 0.397
H 4.68488 2.62625 -0.79593 0.0 0.0 0.0 0.334
H 4.20582 4.40362 0.77316 0.0 0.0 0.0 0.371
H 3.30038 2.98542 1.24524 0.0 0.0 0.0 0.238
H 2.15214 5.38010 -0.28668 0.0 0.0 0.0 0.293
H 1.89851 5.03681 1.42532 0.0 0.0 0.0 0.371
H 1.22257 3.96329 0.20784 0.0 0.0 0.0 0.200